{
  "formula": "C27H54ClFN8O6P2",
  "method": "the ωB97M-V functional and the def2-TZVPD basis",
  "orbital_gap_ev": 7.21,
  "homo_energy_ha": -0.292,
  "species": ["C", "C", "O", "C", "C", "O", "C", "C", "C", "Cl", "C", "N", "C", "C", "O", "O", "C", "C", "C", "F", "N", "C", "C", "H", "H", "H", "H", "H", "H", "H", "H", "H", "H", "H", "H", "H", "H", "H", "H", "H", "H", "C", "N", "C", "P", "O", "N", "C", "C", "N", "C", "C", "H", "H", "H", "H", "H", "H", "H", "H", "H", "H", "H", "H", "H", "H", "H", "H", "H", "H", "C", "N", "C", "P", "O", "N", "C", "C", "N", "C", "C", "H", "H", "H", "H", "H", "H", "H", "H", "H", "H", "H", "H", "H", "H", "H", "H", "H", "H"],
  "positions_angstrom": [[-1.122, 6.519, 2.630], [-0.129, 7.070, 1.529], [-0.348, 6.491, 0.233], [-1.057, 7.357, -0.654], [-2.643, 7.209, -0.577], [-3.154, 6.133, -1.387], [-3.231, 4.932, -0.672], [-4.468, 4.466, 0.042], [-4.433, 3.176, 0.737], [-5.975, 2.719, 1.570], [-3.223, 2.278, 0.759], [-3.336, 1.067, 1.434], [-2.170, 0.371, 1.360], [-2.175, -1.056, 2.047], [-1.559, -1.062, 3.343], [-2.469, -1.335, 4.340], [-0.916, 0.857, 0.687], [0.391, -0.033, 0.714], [1.437, 0.568, 1.759], [0.799, 1.395, 2.728], [-0.807, 2.043, 0.033], [-2.009, 2.747, 0.064], [-2.060, 4.063, -0.652], [-1.003, 5.414, 2.777], [-0.882, 7.073, 3.588], [-2.205, 6.719, 2.415], [-0.112, 8.201, 1.488], [0.907, 6.747, 1.858], [-0.782, 7.068, -1.717], [-0.769, 8.448, -0.539], [-3.053, 8.182, -0.994], [-3.027, 7.144, 0.477], [-5.379, 5.114, 0.002], [-3.264, -1.371, 2.076], [-1.670, -1.838, 1.403], [-2.988, -2.137, 4.104], [0.183, -1.115, 0.894], [0.863, 0.129, -0.304], [1.859, -0.310, 2.324], [2.244, 1.162, 1.259], [-1.151, 4.420, -1.205], [1.415, 2.578, -4.254], [2.309, 2.469, -3.119], [1.815, 3.168, -1.937], [3.963, 2.001, -3.100], [3.761, 0.991, -1.971], [4.252, 0.798, -4.300], [3.514, 0.640, -5.539], [4.704, -0.515, -3.849], [4.344, 3.213, -4.333], [5.775, 3.157, -4.733], [4.119, 4.615, -3.922], [1.793, 3.239, -5.043], [0.437, 2.974, -3.972], [1.204, 1.599, -4.687], [2.126, 4.221, -1.926], [2.196, 2.709, -1.021], [0.728, 3.135, -1.859], [2.593, 0.065, -5.390], [4.118, 0.102, -6.277], [3.270, 1.591, -6.011], [3.871, -1.116, -3.468], [5.456, -0.422, -3.066], [5.179, -1.070, -4.665], [6.434, 3.362, -3.882], [5.983, 3.885, -5.521], [6.052, 2.187, -5.141], [4.599, 4.836, -2.965], [3.058, 4.850, -3.843], [4.508, 5.308, -4.672], [-1.073, -7.821, 0.492], [-1.008, -6.497, 1.078], [-0.166, -5.580, 0.317], [-1.434, -6.010, 2.672], [-2.285, -4.838, 2.186], [-2.782, -6.931, 3.224], [-3.119, -8.278, 2.805], [-4.015, -6.211, 3.532], [-0.393, -7.265, 3.359], [-0.475, -7.293, 4.844], [1.048, -7.115, 3.061], [-0.517, -8.576, 1.061], [-0.663, -7.845, -0.520], [-2.106, -8.154, 0.382], [0.884, -5.638, 0.627], [-0.489, -4.544, 0.455], [-0.212, -5.770, -0.757], [-3.685, -8.281, 1.867], [-3.741, -8.769, 3.561], [-2.244, -8.919, 2.698], [-4.574, -5.965, 2.622], [-3.804, -5.289, 4.074], [-4.666, -6.805, 4.182], [-0.144, -6.344, 5.278], [0.143, -8.098, 5.248], [-1.486, -7.487, 5.198], [1.405, -6.109, 3.297], [1.271, -7.329, 2.017], [1.640, -7.834, 3.631]],
  "atomic_forces_ev_per_a": [[0.100, 0.677, 0.026], [0.335, -0.612, 1.054], [-0.129, 1.347, 0.035], [-0.888, -0.358, -0.785], [0.549, 1.594, 0.076], [-0.231, -0.632, 1.362], [1.170, -3.329, 1.110], [1.923, -1.491, 0.101], [0.549, 1.985, -1.363], [1.721, 0.191, -0.777], [-1.219, 1.340, -0.119], [3.459, 0.303, -1.580], [-0.127, 0.058, 0.287], [-0.935, 0.266, -1.353], [0.760, -0.225, -1.859], [-1.724, -0.205, 1.466], [0.041, 0.074, -0.131], [-0.110, 1.737, -0.423], [-0.446, -0.899, 0.290], [0.523, -0.670, -0.959], [-2.562, -1.979, 1.716], [-1.084, 1.838, -0.519], [-1.681, 0.365, 0.417], [0.025, 1.042, -0.157], [-0.216, -0.797, -0.889], [1.031, -0.130, 0.023], [-0.246, -1.144, -0.033], [-1.078, 0.369, -0.482], [-0.217, 0.223, 1.202], [-0.301, -1.159, 0.169], [0.277, -1.240, 0.205], [0.494, -0.139, -0.934], [0.907, -0.890, 0.222], [1.228, 0.450, 0.339], [-0.385, 0.964, 0.732], [0.809, 0.304, -0.274], [0.194, 1.091, -0.099], [-0.559, -0.502, 1.075], [-0.130, 1.065, -0.488], [-0.842, -0.469, 0.466], [-0.954, -0.542, 0.764], [0.271, 0.109, -0.525], [-0.921, 0.829, 0.579], [0.345, -0.105, 0.381], [-5.939, -4.308, -4.199], [3.130, 2.466, 1.769], [0.585, -0.453, -0.195], [0.290, 0.474, -0.457], [0.051, 0.075, 0.373], [2.680, 0.828, 2.335], [0.361, -0.229, -0.508], [-0.630, 0.326, 0.006], [0.016, -0.057, -0.135], [0.213, 0.057, 0.331], [0.121, 0.020, -0.129], [-0.139, 0.163, 0.094], [0.037, -0.020, -0.108], [0.099, -0.134, -0.149], [-0.046, -0.014, 0.006], [0.055, -0.089, 0.124], [-0.086, 0.039, 0.248], [0.053, -0.081, 0.073], [-0.212, -0.025, 0.043], [-0.137, 0.218, -0.166], [0.067, 0.175, -0.130], [-0.189, 0.119, 0.161], [-0.270, -0.050, 0.183], [0.032, 0.187, -0.081], [-0.018, -0.282, 0.135], [0.170, -0.255, -0.003], [0.040, -0.467, 0.386], [0.934, 0.266, -1.086], [-0.139, 0.505, 0.259], [-4.947, -4.985, -4.669], [2.721, 2.242, 2.639], [-0.442, 0.054, 0.592], [0.404, -0.446, 0.408], [0.110, 0.351, -0.062], [1.190, 2.810, 2.004], [-0.293, -0.360, 0.490], [0.319, -0.182, -0.608], [-0.074, -0.110, 0.045], [0.110, 0.354, 0.131], [0.010, -0.088, 0.149], [0.167, 0.027, -0.188], [-0.047, -0.092, 0.111], [-0.099, -0.158, 0.101], [-0.017, -0.001, -0.041], [-0.068, 0.146, 0.021], [0.069, 0.212, -0.135], [-0.068, 0.093, 0.035], [-0.022, -0.018, -0.194], [0.195, -0.212, -0.085], [0.157, -0.135, 0.095], [0.135, 0.092, -0.226], [-0.030, 0.115, -0.308], [0.174, -0.099, 0.061], [-0.259, 0.153, -0.053], [-0.250, 0.075, 0.159]]
}



{
  "formula": "C14H32BrFI2N2O7P4V",
  "method": "the ωB97M-V functional and the def2-TZVPD basis",
  "orbital_gap_ev": 1.95,
  "charge": 3,
  "homo_energy_ha": -0.601,
  "species": ["C", "C", "C", "C", "C", "N", "P", "N", "C", "P", "P", "O", "O", "O", "C", "I", "O", "C", "Br", "C", "C", "C", "F", "P", "O", "O", "O", "C", "I", "C", "C", "H", "H", "H", "H", "H", "H", "H", "H", "H", "H", "H", "H", "H", "H", "H", "H", "H", "H", "H", "H", "H", "H", "H", "H", "H", "H", "H", "H", "H", "H", "H", "H", "V"],
  "positions_angstrom": [[6.467, -0.221, -1.535], [5.136, -1.211, -1.655], [3.848, -0.347, -2.273], [2.954, 0.387, -1.062], [3.352, 1.957, -1.159], [1.511, -0.003, -1.043], [1.500, -1.732, -0.823], [1.320, -2.607, -2.214], [0.614, 0.846, -0.208], [1.242, 1.336, 1.523], [1.273, -0.232, 3.005], [-0.009, -0.067, 3.970], [2.648, 0.154, 4.069], [1.556, -1.848, 2.474], [-1.023, 0.515, -0.298], [-1.396, 0.477, -2.481], [-1.325, -0.636, 0.459], [-2.327, -1.582, 0.162], [-1.887, -2.997, -1.246], [-3.894, -1.164, 0.083], [-4.778, -1.938, -1.105], [-6.243, -1.124, -1.095], [-5.126, -3.337, -0.767], [-2.278, -2.733, 1.762], [-3.495, -3.792, 1.724], [-2.385, -1.815, 3.236], [-0.824, -3.753, 1.760], [-1.988, 1.737, 0.229], [-2.741, 1.527, 2.272], [-1.473, 3.268, 0.057], [-2.563, 4.332, 0.749], [6.397, 0.746, -2.189], [6.620, 0.162, -0.414], [7.461, -0.781, -1.847], [4.938, -1.583, -0.545], [5.416, -2.077, -2.396], [4.365, 0.503, -2.933], [3.195, -0.960, -3.022], [3.440, -0.034, -0.055], [4.524, 2.021, -1.379], [2.819, 2.424, -2.090], [3.187, 2.597, -0.188], [2.840, -2.120, -0.354], [0.596, -2.310, 0.118], [1.239, -1.919, -2.997], [0.654, 1.882, -0.815], [0.215, 2.258, 2.038], [3.403, 0.292, 3.393], [2.512, -2.139, 2.537], [-4.137, -0.033, -0.068], [-4.477, -1.460, 1.085], [-4.360, -1.769, -2.182], [-6.299, -0.457, -2.083], [-6.344, -0.387, -0.190], [-7.157, -1.884, -1.185], [-3.304, -1.823, 3.633], [-0.423, -3.743, 2.680], [-2.947, 1.698, -0.486], [-0.366, 3.490, 0.353], [-1.542, 3.516, -1.110], [-2.283, 4.631, 1.844], [-2.504, 5.299, 0.051], [-3.686, 3.953, 0.635], [-1.657, 6.612, 1.592]],
  "atomic_forces_ev_per_a": [[0.628, 0.312, 0.713], [0.436, 0.873, -0.310], [0.773, 0.184, 0.177], [3.672, 0.284, 0.332], [0.361, 0.431, -0.388], [-0.519, -1.683, 1.312], [1.027, 0.721, 0.312], [-0.798, 0.899, -0.090], [-1.895, 1.990, -1.291], [0.554, 1.035, -0.806], [-2.953, -1.266, 7.840], [4.908, -0.931, -4.553], [-1.211, -0.705, -5.083], [0.911, 2.562, 0.034], [0.639, 1.804, 0.141], [-0.141, -0.512, 0.599], [0.164, -0.832, -1.494], [-1.184, -0.130, 2.503], [0.615, 0.760, 0.304], [-1.652, -0.687, -0.602], [-2.662, 1.170, 0.794], [-0.039, 0.172, -1.220], [1.691, 3.147, -0.925], [-3.232, -5.350, 3.049], [4.241, 4.326, -0.611], [0.196, -1.514, -3.174], [-2.019, 3.489, 1.027], [-0.829, 1.045, -1.487], [0.480, -0.246, -0.545], [-0.678, 0.639, -1.379], [0.537, 0.565, -1.513], [0.000, -1.938, 1.016], [-0.381, -0.930, -2.446], [-2.228, 1.073, 0.685], [0.204, 0.397, -2.446], [-0.766, 1.581, 1.659], [-1.491, -1.836, 1.314], [1.013, 0.833, 1.326], [-0.850, 0.993, -1.771], [-2.661, -0.324, 0.543], [0.957, -0.732, 1.772], [0.018, -1.406, -1.899], [-0.967, 0.293, -0.357], [0.222, 0.464, -0.121], [-0.150, -0.677, 0.089], [-0.016, -2.059, 1.616], [0.571, -1.389, -0.327], [-1.018, -0.102, 1.844], [-1.292, 0.522, 0.286], [1.033, -2.063, 0.112], [1.609, 0.481, -2.072], [-0.405, -1.095, 2.122], [0.203, -1.389, 2.151], [0.041, -1.684, -1.563], [2.235, 1.625, 0.503], [1.094, -0.448, -0.838], [-0.564, 0.058, -1.167], [2.046, -0.035, 1.841], [-2.192, -0.440, -0.189], [0.270, -0.591, 2.424], [-0.644, -1.006, -1.195], [-0.148, -1.401, 1.000], [2.580, 0.909, 0.606], [-0.343, -0.238, -0.187]]
}



{
  "formula": "C32H25N3Tc",
  "method": "the ωB97M-V functional and the def2-TZVPD basis",
  "orbital_gap_ev": [6.55, 6.15],
  "charge": 2,
  "s2": 0.7702,
  "homo_energy_ha": [-0.499, -0.487],
  "spin_multiplicity": 2,
  "species": ["Tc", "C", "C", "C", "C", "C", "C", "N", "C", "C", "C", "C", "C", "N", "C", "C", "C", "C", "C", "C", "N", "H", "H", "H", "H", "H", "H", "H", "H", "H", "H", "H", "H", "H", "H", "H", "C", "C", "C", "C", "C", "C", "C", "C", "C", "C", "C", "C", "C", "C", "C", "H", "H", "H", "H", "H", "H", "H", "H", "H", "H"],
  "positions_angstrom": [[-0.759, 2.270, 0.068], [0.282, 4.517, 2.311], [-0.483, 3.409, 2.966], [-0.600, 3.302, 4.349], [-1.336, 2.272, 4.892], [-1.977, 1.367, 4.050], [-1.819, 1.508, 2.693], [-1.060, 2.502, 2.162], [-2.435, 0.582, 1.694], [-3.273, -0.481, 1.975], [-3.709, -1.281, 0.928], [-3.326, -0.999, -0.374], [-2.520, 0.103, -0.606], [-2.099, 0.849, 0.423], [-2.078, 0.609, -1.939], [-2.429, 0.009, -3.123], [-2.017, 0.597, -4.315], [-1.300, 1.773, -4.276], [-0.965, 2.338, -3.048], [-0.189, 3.615, -2.951], [-1.331, 1.744, -1.902], [0.738, 5.172, 3.050], [-0.384, 5.125, 1.696], [1.083, 4.120, 1.682], [-0.111, 4.029, 4.982], [-1.417, 2.165, 5.965], [-2.576, 0.566, 4.457], [-3.589, -0.684, 2.988], [-4.358, -2.123, 1.128], [-3.658, -1.623, -1.191], [-3.018, -0.897, -3.131], [-2.268, 0.140, -5.263], [-0.984, 2.259, -5.189], [0.124, 3.959, -3.935], [0.710, 3.479, -2.346], [-0.799, 4.402, -2.504], [0.575, 0.891, 0.033], [1.172, -0.193, -0.057], [1.792, -1.406, -0.175], [1.725, -2.360, 0.920], [0.686, -2.280, 1.859], [0.594, -3.207, 2.875], [1.550, -4.215, 2.980], [2.605, -4.284, 2.080], [2.696, -3.362, 1.053], [2.464, -1.716, -1.434], [2.410, -3.008, -1.973], [2.966, -3.262, -3.214], [3.603, -2.242, -3.910], [3.679, -0.960, -3.373], [3.094, -0.692, -2.152], [-0.053, -1.494, 1.760], [-0.211, -3.150, 3.595], [1.477, -4.943, 3.777], [3.362, -5.047, 2.188], [3.542, -3.385, 0.380], [1.901, -3.798, -1.436], [2.903, -4.254, -3.640], [4.043, -2.446, -4.878], [4.200, -0.178, -3.907], [3.158, 0.299, -1.719]],
  "atomic_forces_ev_per_a": [[0.504, 0.127, -0.117], [0.024, -0.026, 0.026], [0.002, -0.035, 0.008], [0.029, 0.081, -0.053], [-0.062, -0.087, 0.038], [-0.016, -0.005, 0.144], [-0.059, -0.179, -0.350], [0.011, -0.003, 0.103], [0.107, 0.173, 0.241], [-0.038, 0.007, 0.052], [-0.036, -0.030, 0.009], [-0.025, 0.000, -0.044], [-0.002, 0.087, -0.345], [0.213, -0.176, 0.051], [-0.052, -0.068, 0.412], [-0.039, -0.048, -0.148], [-0.066, -0.094, 0.007], [0.074, 0.080, 0.030], [0.015, -0.060, -0.030], [0.021, -0.030, -0.020], [-0.094, 0.032, -0.138], [-0.003, -0.008, 0.001], [0.003, -0.001, -0.009], [0.001, -0.016, -0.012], [0.004, -0.003, -0.010], [-0.039, 0.025, -0.011], [0.020, 0.017, 0.010], [0.025, -0.032, -0.009], [0.020, 0.007, -0.002], [-0.033, 0.014, 0.014], [0.013, 0.015, -0.022], [-0.016, 0.014, 0.016], [-0.003, 0.006, 0.013], [-0.007, -0.005, 0.003], [0.005, -0.006, 0.020], [0.001, 0.000, 0.010], [-0.846, 0.177, 0.079], [0.376, 0.065, 0.106], [0.052, -0.031, -0.043], [-0.026, 0.005, -0.092], [-0.036, -0.003, 0.008], [0.036, 0.039, 0.019], [0.007, -0.028, 0.028], [0.015, 0.035, 0.011], [0.034, -0.003, 0.038], [-0.113, 0.061, 0.048], [0.033, -0.032, 0.003], [0.000, 0.019, 0.024], [0.007, 0.007, -0.010], [-0.003, -0.023, -0.007], [0.047, 0.016, -0.022], [-0.016, -0.022, -0.014], [-0.008, -0.023, -0.024], [0.004, 0.007, 0.000], [-0.005, -0.005, 0.002], [-0.026, -0.032, -0.024], [-0.021, 0.012, -0.019], [0.006, 0.006, 0.001], [0.017, -0.004, 0.019], [-0.010, -0.007, -0.008], [-0.029, -0.004, -0.012]]
}